# 1
Formula: C5H9NO2
Source: OMol25
Level of theory: the ωB97M-V functional and the def2-TZVPD basis

LUMO   0.74 eV
SMILES   CC(=O)[C@H](C)O.C#N
Max |F|   0.056 hartree/bohr
Gap between HOMO and LUMO   9.9 eV
Energy relative to the best compared isomer or geometry (same formula, charge and spin)   1.826 eV
E_tot   -401.10964 hartree
2S+1   1

Element x y z (Å)
1 C 0.628 -1.447 0.594
2 C 0.279 -0.533 -0.550
3 O 0.511 -0.790 -1.707
4 C -0.008 1.011 -0.098
5 C 1.352 1.662 0.124
6 O -0.761 1.085 1.055
7 H 1.649 -1.239 0.905
8 H -0.031 -1.262 1.441
9 H 0.563 -2.486 0.276
10 H -0.519 1.467 -0.959
11 H 1.211 2.731 0.282
12 H 1.823 1.243 1.011
13 H 1.993 1.508 -0.741
14 H -1.630 0.603 0.908
15 C -2.259 -1.176 -0.864
16 N -2.641 -0.650 0.091
17 H -2.158 -1.727 -1.768

# 2
Formula: C3H5N3OS
Source: OMol25
Level of theory: the ωB97M-V functional and the def2-TZVPD basis

LUMO   0.30 eV
SMILES   Cn1cnc(=S)n1O
Max |F|   0.036 hartree/bohr
Gap between HOMO and LUMO   8.4 eV
Energy relative to the best compared isomer or geometry (same formula, charge and spin)   3.324 eV
E_tot   -754.91690 hartree
2S+1   1

Element x y z (Å)
1 C 1.127 -1.057 2.253
2 N 0.173 -0.619 1.276
3 C -1.140 -0.345 1.356
4 N -1.645 0.212 0.253
5 C -0.571 0.465 -0.572
6 S -0.476 0.955 -2.151
7 N 0.552 0.036 0.120
8 O 1.709 -0.360 -0.463
9 H 1.373 -0.222 2.898
10 H 0.634 -1.889 2.875
11 H 2.000 -1.481 1.750
12 H -1.746 -0.645 2.205
13 H 1.627 0.058 -1.375

# 3
Formula: C5H8N2
Source: OMol25
Level of theory: the ωB97M-V functional and the def2-TZVPD basis

LUMO   0.98 eV
SMILES   [H]/N=C(\N)C=C=CC
Max |F|   0.006 hartree/bohr
Gap between HOMO and LUMO   10.2 eV
Energy relative to the best compared isomer or geometry (same formula, charge and spin)   1.703 eV
E_tot   -304.77292 hartree
2S+1   1

Element x y z (Å)
1 H 0.991 -3.156 0.177
2 N 0.560 -2.277 0.475
3 C -0.163 -1.787 -0.455
4 N -0.436 -2.376 -1.687
5 C -0.904 -0.512 -0.245
6 C -0.493 0.461 0.528
7 C -0.121 1.464 1.274
8 C 0.618 2.679 0.771
9 H -0.614 -1.738 -2.450
10 H 0.173 -3.139 -1.948
11 H -1.863 -0.413 -0.751
12 H -0.361 1.418 2.335
13 H 1.705 2.544 0.821
14 H 0.356 2.899 -0.267
15 H 0.371 3.556 1.377

# 4
Formula: C2F5P
Source: OMol25
Level of theory: the ωB97M-V functional and the def2-TZVPD basis

LUMO (spin up / spin down)   -1.17 / -1.17 eV
SMILES   FC(F)=PC(F)(F)F
Max |F|   0.096 hartree/bohr
Gap between HOMO and LUMO (spin up / spin down)   7.8 / 7.8 eV
Energy relative to the best compared isomer or geometry (same formula, charge and spin)   1.599 eV
E_tot   -916.77562 hartree
2S+1   1

Element x y z (Å)
1 F -2.842 0.687 0.146
2 C -1.609 0.202 0.062
3 F -1.557 -1.084 0.212
4 P 0.032 1.598 -0.177
5 C 1.293 0.035 -0.153
6 F 1.565 -0.821 -1.231
7 F 0.894 -0.725 0.914
8 F 2.520 0.519 0.211

# 5
Formula: C8H10N2O3S2
Source: OMol25
Level of theory: the ωB97M-V functional and the def2-TZVPD basis

LUMO   -0.15 eV
SMILES   C=CCNS(=O)(=O)c1sccc1/C=N/O
Max |F|   0.024 hartree/bohr
Gap between HOMO and LUMO   9.1 eV
Energy relative to the best compared isomer or geometry (same formula, charge and spin)   0.000 eV
E_tot   -1442.35088 hartree
2S+1   1

Element x y z (Å)
1 C -3.724 -0.741 -0.584
2 C -2.682 -1.277 -1.188
3 C -1.292 -1.333 -0.626
4 N -1.156 -0.601 0.612
5 S 0.175 -0.954 1.515
6 O 0.286 -2.377 1.635
7 O 0.132 -0.150 2.694
8 C 1.571 -0.445 0.525
9 S 2.709 -1.656 0.133
10 C 3.706 -0.499 -0.666
11 C 3.185 0.752 -0.615
12 C 1.938 0.800 0.070
13 C 1.197 2.023 0.251
14 N -0.029 2.022 0.583
15 O -0.602 3.275 0.730
16 H -4.700 -0.736 -1.038
17 H -3.638 -0.304 0.395
18 H -2.775 -1.731 -2.165
19 H -1.034 -2.371 -0.389
20 H -0.582 -0.976 -1.390
21 H -1.214 0.408 0.518
22 H 4.624 -0.809 -1.123
23 H 3.650 1.619 -1.050
24 H 1.738 2.954 0.081
25 H -1.484 3.106 1.091

# 6
Formula: CHF4OYb
Source: OMol25
Level of theory: the ωB97M-V functional and the def2-TZVPD basis

Charge   +2
LUMO (spin up / spin down)   -11.77 / -14.30 eV
Max |F|   0.077 hartree/bohr
Gap between HOMO and LUMO (spin up / spin down)   10.5 / 7.2 eV
E_tot   -1671.35854 hartree
2S+1   2

Element x y z (Å)
1 C 0.583 -0.085 -1.263
2 F -0.495 0.378 -1.822
3 F 1.178 -0.927 -2.055
4 F 1.415 0.836 -0.875
5 F 0.184 -0.804 -0.116
6 Yb -1.370 -0.639 1.755
7 O -2.334 1.176 1.437
8 H -2.590 1.856 2.058

# 7
Formula: C2H6N2O2
Source: OMol25
Level of theory: the ωB97M-V functional and the def2-TZVPD basis

LUMO   -0.17 eV
SMILES   CONCN=O
Max |F|   0.064 hartree/bohr
Gap between HOMO and LUMO   9.1 eV
Energy relative to the best compared isomer or geometry (same formula, charge and spin)   6.432 eV
E_tot   -339.59630 hartree
2S+1   1

Element x y z (Å)
1 C -1.394 1.329 -0.604
2 O -0.901 0.241 0.164
3 N 0.583 0.436 0.525
4 C 1.082 -0.812 0.046
5 N 1.208 -1.812 1.065
6 O 1.430 -2.945 0.691
7 H -0.836 1.418 -1.538
8 H -2.445 1.112 -0.788
9 H -1.328 2.262 -0.042
10 H 0.569 0.435 1.546
11 H 2.017 -0.686 -0.510
12 H 0.017 -0.979 -0.554

# 8
Formula: C4H6O2Tl
Source: OMol25
Level of theory: the ωB97M-V functional and the def2-TZVPD basis

Charge   +1
LUMO (spin up / spin down)   -4.75 / -4.46 eV
Max |F|   0.102 hartree/bohr
Gap between HOMO and LUMO (spin up / spin down)   7.1 / 7.0 eV
Energy relative to the best compared isomer or geometry (same formula, charge and spin)   8.121 eV
E_tot   -478.39046 hartree
2S+1   1

Element x y z (Å)
1 C -0.330 -0.625 -1.475
2 O -0.402 0.231 -2.525
3 H -0.825 -1.560 -1.760
4 H 0.448 0.633 -2.734
5 C -0.535 1.212 1.604
6 C -0.008 -0.040 1.358
7 C -0.161 -0.537 -0.023
8 O 1.040 -0.699 -0.726
9 Tl 2.808 -1.293 0.411
10 H 0.006 1.912 2.241
11 H -1.607 1.408 1.493
12 H 0.905 -0.321 1.890
13 H -1.338 -0.320 0.246